Density functional theory data (the ωB97M-V functional and the def2-TZVPD basis) for a 2-piece molecular cluster, C34H41N2O3 overall in a non-equilibrium geometry.

As for the max |F|: 0.047 hartree/bohr. The total energy is -1655.443795 a.u. Its frontier orbital gap is 4.245 eV. The HOMO energy comes out at -3.129 eV.

```
! RIJCOSX wB97M-V def2-TZVPD def2/J DEFGRID3
* xyz -1 1
O -1.28 1.03 -3.08
O -4.50 0.18 1.02
O 0.13 2.72 -2.62
N 4.78 -3.23 1.46
N 7.69 1.80 -3.23
C -2.71 1.64 1.61
C 3.91 -2.18 1.63
C -2.34 -0.82 1.04
C -3.62 1.24 -3.08
C 4.32 -4.61 1.43
C -0.03 1.55 -2.96
C 6.54 1.59 -3.36
C 6.22 -3.07 1.35
C 1.98 -0.07 1.62
C 2.59 -2.39 2.11
C -3.88 -2.68 1.80
C -1.00 -0.56 1.06
C 2.33 0.88 -3.41
C -2.88 4.10 2.26
C 4.63 0.06 -3.69
C -1.76 -3.28 0.67
C -3.65 2.85 1.85
C 2.87 2.21 -3.27
C 4.29 -0.83 1.30
C 3.35 0.18 1.27
C -4.67 2.54 2.95
C 1.67 -1.36 2.17
C -2.88 -2.24 0.73
C -0.44 0.70 1.41
C 0.97 0.92 1.44
C -2.33 1.98 -2.81
C 3.27 -0.18 -3.68
C -3.61 -2.24 -0.62
C 5.13 1.35 -3.46
C -3.27 0.32 1.23
C -1.35 1.76 1.67
C 4.23 2.42 -3.29
C -4.44 3.17 0.57
C 0.98 0.57 -3.27
H -5.33 3.41 3.08
H 4.55 -5.13 2.38
H 0.70 -1.53 2.67
H 2.17 3.03 -3.11
H -0.93 2.73 1.95
H -4.26 -3.68 1.57
H 5.33 -0.77 -3.83
H 6.73 -3.73 2.07
H 3.24 -4.65 1.26
H -1.20 -3.31 1.62
H -3.57 4.94 2.40
H 5.31 -0.62 0.99
H -4.50 -1.60 -0.55
H 2.87 -1.18 -3.83
H 4.64 3.43 -3.18
H -4.72 -1.97 1.83
H -5.08 2.32 0.32
H -2.95 -1.86 -1.41
H -2.27 2.29 -1.76
H -2.25 2.86 -3.47
H 6.51 -2.04 1.56
H -4.47 1.78 -2.65
H 0.65 -0.45 -3.39
H -5.07 4.06 0.75
H 1.28 1.96 1.33
H 6.58 -3.35 0.34
H -0.31 -1.36 0.80
H -3.60 0.22 -2.68
H -3.91 -3.27 -0.88
H -1.07 -3.08 -0.15
H -4.16 2.34 3.89
H -3.80 1.15 -4.16
H 3.63 1.19 0.95
H -3.39 -2.71 2.78
H -2.35 3.94 3.21
H -3.76 3.38 -0.26
H -5.27 1.67 2.66
H -2.16 4.39 1.49
H -2.19 -4.28 0.51
H 2.30 -3.38 2.45
H 4.83 -5.15 0.63
*
```

These are the Löwdin partial charges, in e, on atoms 1 to 8: -0.05 0.00 0.00 -0.20 0.08 -0.06 -0.21 -0.05

Density functional theory data (the ωB97M-V functional and the def2-TZVPD basis) for a 2-piece molecular cluster, C2H4N2O2S overall in a non-equilibrium geometry.

As for the max |F|: 0.103 hartree/bohr. Its expectation value of S² is 2.014. The total energy is -736.456850 a.u. Its frontier orbital gap (alpha / beta) is 6.450 / 7.153 eV. The HOMO energy (alpha / beta) comes out at -5.683 / -10.129 eV. The relative energy (zero: lowest compared OMol25 entry of this formula, charge and spin) is 98.6 kcal/mol.

```
! RIJCOSX wB97M-V def2-TZVPD def2/J DEFGRID3
* xyz 0 3
S -1.64 -0.73 0.11
O -3.76 -1.73 -0.53
O -2.48 -1.60 -2.26
N 0.48 -1.02 3.22
N -2.77 -1.41 -1.12
C 0.02 -0.23 -0.40
C 0.04 -0.36 2.38
H 0.90 -1.61 3.88
H 0.33 0.52 0.29
H 0.61 -1.06 -0.32
H -0.10 0.05 -1.39
*
```

These are the Löwdin partial charges, in e, on atoms 1 to 8: 1.07 -0.05 0.00 0.11 -0.75 -0.37 -0.09 0.06

Density functional theory data (the ωB97M-V functional and the def2-TZVPD basis) for C19H22O3S2 in the gas phase in a non-equilibrium geometry.

As for the max |F|: 0.029 hartree/bohr. The total energy is -1759.245774 a.u. Its frontier orbital gap is 7.967 eV. The HOMO energy comes out at -7.963 eV. Its SMILES is COc1ccc(C(SC(=S)OC(C)C)c2ccc(OC)cc2)cc1. The relative energy (zero: lowest compared OMol25 entry of this formula, charge and spin) is 0.0 kcal/mol.

```
! RIJCOSX wB97M-V def2-TZVPD def2/J DEFGRID3
* xyz 0 1
S -0.79 -3.06 1.47
S -2.05 -0.75 0.05
O -4.78 4.23 3.14
O -6.66 -2.58 -3.82
O -0.20 -0.48 1.82
C -5.00 5.45 2.40
C -4.47 1.90 3.27
C -4.23 -2.41 -1.14
C -3.73 -0.78 0.69
C -4.62 3.06 2.47
C 2.15 -1.18 1.46
C 1.05 -0.90 2.45
C -5.02 -2.91 -2.17
C -4.08 0.59 1.28
C -4.61 -1.25 -0.46
C -7.51 -1.70 -4.59
C -6.48 -0.98 -1.98
C -6.10 -2.15 -2.67
C -4.61 2.95 1.06
C -4.18 0.70 2.67
C -4.27 1.73 0.49
C -0.98 -1.44 1.27
C 1.43 0.28 3.31
C -5.77 -0.59 -0.86
H -4.77 -3.85 -2.65
H -3.74 -1.52 1.50
H -4.56 2.01 4.34
H 3.05 -1.51 2.00
H -5.10 6.22 3.17
H 0.65 0.52 4.04
H -4.17 1.64 -0.60
H 0.84 -1.79 3.06
H -7.72 -2.27 -5.50
H 2.36 0.08 3.85
H -4.85 3.81 0.43
H 2.44 -0.25 0.94
H -6.08 0.29 -0.30
H -4.15 5.67 1.74
H -8.45 -1.48 -4.06
H -5.92 5.37 1.81
H 1.89 -1.95 0.73
H -3.32 -2.95 -0.87
H -7.00 -0.76 -4.85
H -7.31 -0.38 -2.33
H 1.59 1.16 2.67
H -4.01 -0.19 3.28
*
```

These are the Löwdin partial charges, in e, on atoms 1 to 8: 0.70 0.99 -0.10 -0.10 -0.16 -0.07 0.00 -0.06

Density functional theory data (the ωB97M-V functional and the def2-TZVPD basis) for C6H10 in the gas phase.

As for the max |F|: 0.016 hartree/bohr. The total energy is -234.522527 a.u. Its frontier orbital gap is 10.309 eV. The HOMO energy comes out at -9.121 eV. Its SMILES is CC[C@]12C[C@H]1C2. The relative energy (zero: lowest compared OMol25 entry of this formula, charge and spin) is 50.2 kcal/mol.

```
! RIJCOSX wB97M-V def2-TZVPD def2/J DEFGRID3
* xyz 0 1
C -1.08 0.54 -1.15
C 0.26 1.18 -1.41
C 0.51 -1.18 0.14
C -0.18 -1.25 1.52
C 0.62 1.48 0.01
C 0.12 0.14 -0.39
H 0.18 -1.98 -0.55
H -1.13 -0.70 1.54
H -1.42 -0.24 -1.83
H -1.88 1.15 -0.72
H 0.46 -0.79 2.27
H 1.60 -1.26 0.24
H 1.68 1.45 0.29
H 0.01 2.18 0.58
H 0.67 1.56 -2.33
H -0.40 -2.28 1.80
*
```

These are the Löwdin partial charges, in e, on atoms 1 to 8: -0.07 -0.15 -0.18 -0.09 -0.07 -0.44 0.11 0.08

Question: Number 2 is which compound?
Answer: C2H4N2O2S

Question: Look up the max |F| of the second one.
Answer: 0.103 hartree/bohr